Entry 1:
{
  "formula": "C2H2ClNO2",
  "method": "the ωB97M-V functional and the def2-TZVPD basis",
  "max_force_ev_per_a": 2.5,
  "orbital_gap_ev": 10.512,
  "smiles": "C#[N+][O-].O=CCl",
  "lumo_energy_ev": 0.3,
  "homo_ev": -10.205,
  "relative_energy_kcal_mol": 80.5,
  "symbols": ["Cl", "O", "O", "N", "C", "C", "H", "H"],
  "coordinates": [[-1.893, -0.951, -0.667], [-0.172, -1.411, 1.136], [-0.945, 2.288, -0.105], [0.122, 1.788, -0.054], [0.980, 0.999, 0.018], [-0.357, -1.405, -0.046], [0.377, -1.903, -0.677], [1.887, 0.594, 0.395]]
}

Entry 2:
{
  "formula": "C2H2ClNS",
  "method": "the ωB97M-V functional and the def2-TZVPD basis",
  "max_force_ev_per_a": 5.7,
  "orbital_gap_ev": 8.728,
  "lumo_energy_ev": -1.0,
  "homo_ev": -9.722,
  "relative_energy_kcal_mol": 57.6,
  "symbols": ["Cl", "S", "N", "C", "C", "H", "H"],
  "coordinates": [[-1.973, -1.118, -0.012], [0.676, -0.599, -0.557], [-1.254, 2.629, -0.336], [-1.103, 1.499, -0.298], [-0.842, 0.162, 0.003], [1.253, 0.333, 0.095], [-0.438, 0.355, 1.669]]
}

Entry 3:
{
  "formula": "C2H2ClO3",
  "method": "the ωB97M-V functional and the def2-TZVPD basis",
  "max_force_ev_per_a": 3.7,
  "orbital_gap_ev": 4.803,
  "charge": -1,
  "lumo_energy_ev": 3.5,
  "homo_ev": -1.334,
  "relative_energy_kcal_mol": 63.3,
  "symbols": ["Cl", "O", "O", "O", "C", "C", "H", "H"],
  "coordinates": [[2.082, 1.683, 0.210], [-2.225, -0.615, 1.069], [0.958, -0.480, -0.658], [-1.880, -0.158, -1.140], [1.080, 0.196, 0.532], [-1.991, -0.360, -0.006], [0.130, 0.649, 0.694], [1.845, -0.915, -0.702]]
}

Entry 4:
{
  "formula": "C2H2ClOPS2",
  "method": "the ωB97M-V functional and the def2-TZVPD basis",
  "max_force_ev_per_a": 5.6,
  "orbital_gap_ev": [6.129, 6.119],
  "lumo_energy_ev": [-3.1, -3.1],
  "homo_ev": [-9.195, -9.192],
  "relative_energy_kcal_mol": 74.1,
  "symbols": ["Cl", "S", "S", "P", "O", "C", "C", "H", "H"],
  "coordinates": [[3.344, 1.050, -0.135], [2.620, -2.071, 0.191], [0.569, -0.449, -0.870], [2.043, -0.250, 0.847], [-1.524, 1.997, 0.314], [-1.069, -0.247, -0.376], [-1.810, 0.813, 0.258], [-2.725, 0.329, 0.549], [-1.449, -1.173, -0.777]]
}

Entry 5:
{
  "formula": "C2H2CoFO2",
  "method": "the ωB97M-V functional and the def2-TZVPD basis",
  "max_force_ev_per_a": 6.5,
  "orbital_gap_ev": [2.857, 6.116],
  "s_squared": 6.01,
  "lumo_energy_ev": [-2.4, -2.3],
  "spin_multiplicity": 5,
  "homo_ev": [-5.243, -8.451],
  "relative_energy_kcal_mol": 68.7,
  "symbols": ["Co", "F", "O", "O", "C", "C", "H", "H"],
  "coordinates": [[-1.892, 0.790, -1.070], [0.091, -1.377, 1.277], [0.071, 0.404, -1.549], [-1.302, 0.340, 0.704], [-0.089, -0.074, 0.769], [0.683, -0.017, -0.550], [1.563, -0.676, -0.666], [0.875, 0.611, 1.085]]
}

Entry 6:
{
  "formula": "C2H2CrO2",
  "method": "the ωB97M-V functional and the def2-TZVPD basis",
  "max_force_ev_per_a": 2.3,
  "orbital_gap_ev": [7.346, 7.582],
  "s_squared": 6.07,
  "lumo_energy_ev": [-1.1, -1.1],
  "spin_multiplicity": 5,
  "homo_ev": [-8.398, -8.642],
  "relative_energy_kcal_mol": 13.6,
  "symbols": ["Cr", "O", "O", "C", "C", "H", "H"],
  "coordinates": [[-0.127, -1.658, -0.105], [-0.965, -0.171, 1.285], [-0.059, -1.245, 1.728], [0.167, 0.221, -1.243], [-0.223, 0.851, -0.200], [0.214, 1.600, 0.464], [0.993, 0.401, -1.928]]
}

Entry 7:
{
  "formula": "C2H2CuF2MgO",
  "method": "the ωB97M-V functional and the def2-TZVPD basis",
  "max_force_ev_per_a": 10.8,
  "orbital_gap_ev": [9.841, 8.454],
  "charge": 2,
  "s_squared": 0.76,
  "lumo_energy_ev": [-9.3, -10.9],
  "spin_multiplicity": 2,
  "homo_ev": [-19.101, -19.356],
  "symbols": ["Cu", "Mg", "F", "F", "O", "C", "C", "H", "H"],
  "coordinates": [[-3.292, 4.154, 1.139], [-1.784, 0.272, 0.879], [0.188, -2.111, -1.314], [-2.600, 1.883, 1.034], [-0.154, -1.019, 0.503], [0.742, -1.216, -0.513], [1.997, -0.826, -0.523], [2.388, -0.202, 0.278], [2.515, -0.935, -1.482]]
}

Entry 8:
{
  "formula": "C2H2CuLiO2",
  "method": "the ωB97M-V functional and the def2-TZVPD basis",
  "max_force_ev_per_a": 2.2,
  "orbital_gap_ev": [5.348, 7.637],
  "charge": 1,
  "s_squared": 0.76,
  "lumo_energy_ev": [-5.4, -5.4],
  "spin_multiplicity": 2,
  "homo_ev": [-10.755, -13.033],
  "relative_energy_kcal_mol": 1.5,
  "symbols": ["Cu", "O", "O", "C", "C", "Li", "H", "H"],
  "coordinates": [[-3.731, 0.073, 0.334], [-1.523, 0.379, 0.273], [1.819, -0.090, -0.414], [-0.321, 0.046, 0.497], [0.755, 0.590, -0.244], [2.338, -1.720, -0.941], [-0.060, -0.947, 0.964], [0.723, 1.670, -0.469]]
}

Entry 9:
{
  "formula": "C2H2DyFO2",
  "method": "the ωB97M-V functional and the def2-TZVPD basis",
  "max_force_ev_per_a": 3.9,
  "orbital_gap_ev": [9.264, 8.194],
  "charge": 2,
  "s_squared": 9.38,
  "lumo_energy_ev": [-11.0, -12.1],
  "spin_multiplicity": 6,
  "homo_ev": [-20.304, -20.312],
  "relative_energy_kcal_mol": 0.0,
  "symbols": ["Dy", "F", "O", "O", "C", "C", "H", "H"],
  "coordinates": [[2.476, 0.399, -0.052], [4.463, 0.863, 0.217], [0.268, -0.168, -0.517], [-2.289, 1.509, 0.132], [-0.879, -0.694, -0.050], [-1.716, 0.551, 0.040], [-0.887, -1.109, 0.979], [-1.436, -1.351, -0.749]]
}

Entry 10:
{
  "formula": "C2H2F2GaLiO",
  "method": "the ωB97M-V functional and the def2-TZVPD basis",
  "max_force_ev_per_a": 8.5,
  "orbital_gap_ev": [7.980, 9.462],
  "charge": 3,
  "s_squared": 0.75,
  "lumo_energy_ev": [-17.4, -17.8],
  "spin_multiplicity": 2,
  "homo_ev": [-25.411, -27.295],
  "relative_energy_kcal_mol": 0.0,
  "symbols": ["Ga", "F", "F", "O", "C", "C", "Li", "H", "H"],
  "coordinates": [[1.619, -0.272, 0.467], [2.896, -0.986, 1.146], [-1.553, -1.143, -0.833], [0.228, 0.049, -0.722], [-1.849, 1.165, -0.367], [-1.143, 0.096, -0.659], [4.113, -2.107, 1.674], [-2.936, 1.057, -0.418], [-1.375, 2.140, -0.287]]
}

Entry 11:
{
  "formula": "C2H2F2O2",
  "method": "the ωB97M-V functional and the def2-TZVPD basis",
  "max_force_ev_per_a": 3.9,
  "orbital_gap_ev": [8.168, 8.170],
  "lumo_energy_ev": [-1.9, -1.9],
  "homo_ev": [-10.086, -10.089],
  "relative_energy_kcal_mol": 141.3,
  "symbols": ["F", "F", "O", "O", "C", "C", "H", "H"],
  "coordinates": [[-0.946, -1.434, 0.004], [0.818, 1.667, -0.019], [2.326, -0.930, -0.044], [-1.973, 0.559, -0.043], [-0.820, -0.111, -0.036], [0.353, 0.467, 0.115], [-2.692, 0.011, 0.314], [2.933, -0.229, -0.290]]
}

Entry 12:
{
  "formula": "C2H2F2O3",
  "method": "the ωB97M-V functional and the def2-TZVPD basis",
  "max_force_ev_per_a": 3.3,
  "orbital_gap_ev": 11.387,
  "lumo_energy_ev": -0.1,
  "homo_ev": -11.469,
  "relative_energy_kcal_mol": 64.8,
  "symbols": ["F", "F", "O", "O", "O", "C", "C", "H", "H"],
  "coordinates": [[-1.845, 1.484, 0.605], [-1.134, 0.012, -1.052], [1.295, -0.901, -0.700], [1.820, 1.108, 0.239], [-0.960, -0.459, 1.143], [1.073, 0.251, -0.066], [-0.641, 0.268, 0.117], [2.182, -0.865, -1.242], [-1.790, -0.898, 0.955]]
}

Entry 13:
{
  "formula": "C2H2F2S2",
  "method": "the ωB97M-V functional and the def2-TZVPD basis",
  "max_force_ev_per_a": 4.4,
  "orbital_gap_ev": 9.022,
  "smiles": "FC=S.FC=S",
  "lumo_energy_ev": -0.3,
  "homo_ev": -9.371,
  "relative_energy_kcal_mol": 36.4,
  "symbols": ["S", "S", "F", "F", "C", "C", "H", "H"],
  "coordinates": [[2.249, -0.854, 0.784], [1.256, 2.336, 0.531], [0.651, -1.465, -1.147], [-0.230, 4.334, -0.141], [-0.151, 3.015, 0.232], [0.999, -1.668, 0.064], [0.460, -2.458, 0.532], [-1.268, 2.771, 0.485]]
}

Entry 14:
{
  "formula": "C2H2F3N2",
  "method": "the ωB97M-V functional and the def2-TZVPD basis",
  "max_force_ev_per_a": 6.0,
  "orbital_gap_ev": [9.478, 9.479],
  "charge": 1,
  "lumo_energy_ev": [-7.2, -7.2],
  "homo_ev": [-16.653, -16.654],
  "relative_energy_kcal_mol": 51.0,
  "symbols": ["F", "F", "F", "N", "N", "C", "C", "H", "H"],
  "coordinates": [[2.026, -0.895, 0.977], [1.366, -0.585, -1.125], [1.596, 1.120, 0.409], [-1.239, 0.049, -0.192], [-2.019, 0.230, -1.095], [-0.538, -0.298, 0.686], [1.364, -0.124, 0.128], [-2.169, 1.105, -1.499], [-0.388, -0.604, 1.710]]
}

Entry 15:
{
  "formula": "C2H2F3NO4S2",
  "method": "the ωB97M-V functional and the def2-TZVPD basis",
  "max_force_ev_per_a": 4.1,
  "orbital_gap_ev": 7.416,
  "lumo_energy_ev": -1.2,
  "homo_ev": -8.652,
  "relative_energy_kcal_mol": 0.0,
  "symbols": ["S", "S", "F", "F", "F", "O", "O", "O", "O", "N", "C", "C", "H", "H"],
  "coordinates": [[1.816, 0.124, 1.626], [0.069, 1.094, -0.902], [-3.330, -0.869, 1.194], [-2.170, 0.838, 0.599], [-2.922, -0.458, -0.873], [0.633, 1.845, 0.164], [-0.186, -0.737, -0.175], [2.696, -0.130, 0.470], [1.835, -0.887, 2.633], [1.339, 0.641, -1.795], [-1.159, -1.307, 0.307], [-2.392, -0.439, 0.373], [1.362, -0.329, -2.133], [2.409, 0.614, -1.488]]
}

Entry 16:
{
  "formula": "C2H2F3OP",
  "method": "the ωB97M-V functional and the def2-TZVPD basis",
  "max_force_ev_per_a": 2.7,
  "orbital_gap_ev": 9.693,
  "lumo_energy_ev": -0.3,
  "homo_ev": -9.989,
  "relative_energy_kcal_mol": 29.2,
  "symbols": ["P", "F", "F", "F", "O", "C", "C", "H", "H"],
  "coordinates": [[1.497, -0.683, 0.041], [3.758, 0.130, -1.267], [4.244, -0.192, 0.787], [3.092, 1.459, 0.430], [1.728, -2.007, 0.589], [0.095, -0.226, -0.703], [3.228, 0.254, -0.003], [-0.541, -1.129, -0.482], [-0.274, 0.693, -1.087]]
}

Entry 17:
{
  "formula": "C2H2F5NOP",
  "method": "the ωB97M-V functional and the def2-TZVPD basis",
  "max_force_ev_per_a": 4.1,
  "orbital_gap_ev": 7.596,
  "charge": -1,
  "lumo_energy_ev": 4.3,
  "homo_ev": -3.341,
  "relative_energy_kcal_mol": 30.0,
  "symbols": ["P", "F", "F", "F", "F", "F", "O", "N", "C", "C", "H", "H"],
  "coordinates": [[-2.296, 0.267, 0.157], [0.869, 2.332, 0.835], [0.900, 1.378, -1.193], [0.820, -1.312, -1.088], [1.520, -1.840, 0.778], [2.376, -0.176, -0.109], [-0.978, -0.549, 0.771], [0.319, 0.141, 0.672], [0.166, 1.425, 0.012], [1.159, -0.722, 0.043], [-1.767, -0.015, -1.123], [-3.089, -0.930, 0.246]]
}

Entry 18:
{
  "formula": "C2H2FGaO2",
  "method": "the ωB97M-V functional and the def2-TZVPD basis",
  "max_force_ev_per_a": 4.1,
  "orbital_gap_ev": [9.772, 5.212],
  "charge": 1,
  "s_squared": 0.76,
  "lumo_energy_ev": [-5.3, -9.5],
  "spin_multiplicity": 2,
  "homo_ev": [-15.054, -14.723],
  "relative_energy_kcal_mol": 25.6,
  "symbols": ["Ga", "F", "O", "O", "C", "C", "H", "H"],
  "coordinates": [[-1.714, -0.157, -0.799], [2.600, -1.155, 0.598], [0.187, -0.179, -0.379], [-0.500, 0.993, 0.172], [1.665, -0.676, 1.336], [1.283, 0.034, 2.277], [1.238, 0.198, 3.341], [-0.173, 0.881, 1.249]]
}

Entry 19:
{
  "formula": "C2H2FIO",
  "method": "the ωB97M-V functional and the def2-TZVPD basis",
  "max_force_ev_per_a": 3.8,
  "orbital_gap_ev": [6.527, 9.374],
  "lumo_energy_ev": [-1.4, 0.1],
  "homo_ev": [-7.881, -9.307],
  "relative_energy_kcal_mol": 95.1,
  "symbols": ["I", "F", "O", "C", "C", "H", "H"],
  "coordinates": [[-0.462, -1.556, 1.156], [-1.434, 0.163, -1.099], [1.777, 1.521, 1.160], [0.682, 1.110, 0.943], [-0.855, -1.073, -0.833], [0.110, 0.985, 0.073], [0.183, -1.150, -1.401]]
}

Entry 20:
{
  "formula": "C2H2FIO",
  "method": "the ωB97M-V functional and the def2-TZVPD basis",
  "max_force_ev_per_a": 1.1,
  "orbital_gap_ev": 9.334,
  "smiles": "O=C=CF.I",
  "lumo_energy_ev": 0.0,
  "homo_ev": -9.379,
  "relative_energy_kcal_mol": 26.2,
  "symbols": ["I", "F", "O", "C", "C", "H", "H"],
  "coordinates": [[3.613, -0.657, 0.105], [-1.409, -1.114, -0.432], [-0.131, 2.056, -0.099], [-0.771, 1.093, 0.013], [-1.559, 0.073, 0.205], [2.624, -1.567, -0.711], [-2.367, 0.116, 0.918]]
}